No. 1
C7H4AgO3 | ωB97M-V/def2-TZVPD

Each line ends with the Mulliken charge.
Positions of all 15 atoms, in Å:
C -1.777641 0.300501 -1.984874  -0.480
C -0.864257 -0.129122 -1.325553  -0.252
C 0.353437 -0.357568 -0.612589  0.560
C 0.472130 -0.143676 0.698266  0.566
C -0.507499 0.314466 1.708550  -1.084
C 1.940454 -0.453241 0.975947  0.451
O 2.488203 -0.277686 2.006956  -0.445
O 2.511473 -0.926018 -0.168932  -0.279
C 1.637393 -0.842674 -1.231947  0.378
O 1.872925 -1.107040 -2.349769  -0.432
H -2.506785 0.755489 -2.635658  0.606
H -0.254157 1.302823 2.089487  0.321
H -1.496632 0.371925 1.247164  0.198
H -0.565454 -0.420405 2.510747  0.321
Ag -3.303591 1.612225 -0.927794  0.569

Forces on atoms 1 to 6 (eV/Å):
C -0.613 0.341 -0.058
C 0.814 0.528 -0.146
C -1.391 -0.149 -0.134
C 1.072 -0.260 -0.457
C -0.148 -0.223 -0.427
C -1.126 0.469 0.529

The value obtained for the energy relative to the best compared isomer or geometry (same formula, charge and spin) is 0.0 kJ/mol. As for the total charge: +1. The value obtained for the total energy is -17454.9531 eV. The highest occupied orbital energy is -0.526 hartree. The LUMO energy comes out at -6.6 eV.



No. 2
C8H12N3O | ωB97M-V/def2-TZVPD

Each line ends with the Mulliken charge.
Positions of all 24 atoms, in Å:
C -3.739749 -0.612243 1.481253  0.028
C -1.946304 -1.585037 1.706581  0.096
C 1.342956 -0.675648 -1.305622  0.182
C 0.776600 2.131470 -0.103152  -0.187
C -0.043728 -1.161819 -0.825562  -0.182
C 0.608655 1.491307 0.896799  -0.149
C 2.307804 -1.257142 -0.287463  -1.258
C 1.072379 3.003373 -1.225946  -1.110
N -3.022833 -0.161351 0.513016  -0.657
N -1.821078 -0.766534 0.633211  0.991
N -0.840997 -0.491627 -0.162630  -0.454
O -3.091866 -1.458806 2.267785  -0.211
H -4.726752 -0.192435 1.779742  0.388
H -1.187063 -2.271348 2.223443  0.371
H 1.428163 0.507676 -1.456481  -0.324
H 1.627003 -1.161820 -2.224958  0.425
H -0.142571 -2.242618 -1.041488  0.447
H 0.432978 1.249336 1.836218  0.637
H 3.332230 -1.034434 -0.683305  0.327
H 2.208968 -0.796186 0.669888  0.303
H 2.094349 -2.247602 -0.146743  0.467
H 0.153855 3.637373 -1.446794  0.299
H 1.974856 3.575000 -0.837747  0.238
H 1.202145 2.521116 -2.260046  0.334

Forces on atoms 1 to 6 (eV/Å):
C -1.756 2.273 -0.317
C 4.678 -1.468 -0.331
C -1.197 2.485 -0.233
C -0.097 -0.146 0.108
C 2.295 -2.013 -1.609
C 0.746 2.010 -3.261

The value obtained for the energy relative to the best compared isomer or geometry (same formula, charge and spin) is 674.8 kJ/mol. As for the total charge: +1. The value obtained for the total energy is -14994.9864 eV. The highest occupied orbital energy is -0.459 hartree. The LUMO energy comes out at -4.2 eV.



No. 3
C61H46CaNO2P3S4Si | ωB97M-V/def2-TZVPD

Each line ends with the Mulliken charge.
Positions of all 119 atoms, in Å:
Ca -0.170271 0.351181 2.166753  0.964
C -4.750471 -3.491419 -3.627447  -0.772
C -3.482371 -4.015419 -3.432547  -0.751
C -2.576571 -3.346519 -2.635047  -0.265
C -2.913671 -2.147319 -2.010747  0.022
C -4.200071 -1.648819 -2.183447  -0.540
C -5.104471 -2.311919 -2.995147  -0.717
P -1.555771 -1.318219 -1.051647  1.871
C -2.389071 0.278581 -0.762047  0.061
C -3.204871 0.361881 0.492053  -1.044
C -4.144271 1.569181 0.635753  0.171
C -4.112771 2.575681 -0.461147  -1.552
C -3.226871 2.463981 -1.474947  -0.141
C -2.377671 1.328481 -1.634747  -0.352
C -0.547971 -0.868219 -2.506147  -0.417
C -1.015271 -0.829619 -3.813947  0.157
C -0.175571 -0.421819 -4.835847  -1.052
C 1.136529 -0.078919 -4.556647  -0.812
C 1.596729 -0.131819 -3.252447  0.140
C 0.762129 -0.503319 -2.206247  -0.663
Si 1.217429 -0.421219 -0.327947  0.902
C 2.737729 0.733081 -0.541247  0.386
C 4.052029 0.476981 -0.178547  -0.416
C 5.051129 1.414581 -0.379747  -1.006
C 4.746229 2.644281 -0.938647  -1.025
C 3.433629 2.942081 -1.261847  -0.024
C 2.442329 1.993681 -1.058747  -0.524
P 0.678229 2.308381 -1.427247  2.450
C 0.379129 3.726281 -0.294147  0.026
C -0.429871 3.454681 0.801953  -0.260
C -0.656671 4.407181 1.778253  -0.600
C -0.080971 5.660581 1.655853  -0.885
C 0.699329 5.954481 0.548053  -0.868
C 0.926429 4.999181 -0.425447  -0.206
C 0.779329 3.256781 -2.987147  0.149
C 1.777729 3.078281 -3.940047  -0.847
C 1.679829 3.675581 -5.182847  -0.863
C 0.589529 4.469981 -5.495347  -0.680
C -0.403971 4.666281 -4.548547  -0.809
C -0.317071 4.054381 -3.316047  -0.524
C 2.084229 -2.154519 -0.266647  -0.018
C 3.206929 -2.476519 -1.021747  0.323
C 3.828329 -3.706719 -0.906947  -0.989
C 3.342429 -4.642119 -0.005447  -0.960
C 2.208229 -4.355519 0.729553  0.358
C 1.558529 -3.133419 0.573153  -0.866
P -0.037671 -2.711419 1.397153  2.592
C 0.292229 -3.334819 3.084353  -0.251
C 0.276829 -4.627619 3.475653  -0.245
C 0.346929 -4.964719 4.866053  -0.964
C 0.375329 -4.030019 5.825153  -0.925
C 0.230629 -2.582519 5.542753  0.136
C 0.117629 -2.214519 4.061853  0.526
C -1.025171 -4.109719 0.764953  -0.230
C -0.694571 -4.836919 -0.374547  -0.875
C -1.525171 -5.846719 -0.827947  -0.262
C -2.711171 -6.124119 -0.172247  -0.692
C -3.062971 -5.382719 0.944953  -0.678
C -2.229471 -4.386919 1.409953  -0.597
H -5.450571 -3.991919 -4.283847  0.358
H -3.195271 -4.940319 -3.914747  0.431
H -1.575171 -3.728819 -2.504547  0.540
H -4.486671 -0.716819 -1.715547  0.274
H -6.090971 -1.894319 -3.150647  0.434
H -3.648171 -0.614719 0.741153  0.640
H -5.172271 1.333981 0.946253  0.491
H -4.793171 3.410181 -0.384947  0.416
H -3.210871 3.212781 -2.257147  0.479
H -1.784671 1.272181 -2.537147  0.457
H -2.040671 -1.086719 -4.040747  0.483
H -0.550071 -0.364319 -5.850347  0.377
H 1.794929 0.240581 -5.356147  0.426
H 2.626129 0.124881 -3.039047  0.607
H 4.300329 -0.480719 0.257553  0.569
H 6.075829 1.188281 -0.110047  0.371
H 5.523629 3.376181 -1.117347  0.351
H 3.190929 3.908681 -1.683647  0.277
H -0.887271 2.481381 0.881653  0.612
H -1.278971 4.159981 2.627653  0.625
H -0.250471 6.414881 2.411753  0.400
H 1.144229 6.937381 0.441553  0.400
H 1.508929 5.262181 -1.297547  0.294
H 2.640529 2.476781 -3.696347  0.400
H 2.457429 3.514081 -5.918147  0.452
H 0.506129 4.929181 -6.471647  0.366
H -1.254771 5.292081 -4.783147  0.431
H -1.097071 4.193381 -2.580147  0.433
H 3.593529 -1.747819 -1.720947  0.395
H 4.689729 -3.940719 -1.522647  0.411
H 3.837129 -5.600219 0.106453  0.378
H 1.810529 -5.093019 1.413253  0.281
H 0.201229 -5.436219 2.756953  0.293
H 0.399629 -6.014619 5.126653  0.347
H 0.421129 -4.302119 6.871953  0.416
H 1.052229 -2.014219 5.995053  0.319
H 0.800229 -1.375619 3.857853  -0.040
H 0.218029 -4.616219 -0.911147  0.164
H -1.251971 -6.410219 -1.712547  0.355
H -3.361071 -6.911019 -0.533247  0.338
H -3.997871 -5.582119 1.450653  0.436
H -2.494871 -3.807819 2.284353  0.378
S -2.037671 1.066281 5.491453  -0.443
S -0.977971 0.001381 6.791553  -0.222
S -1.244671 -2.051619 6.575653  -0.191
S -1.551171 -1.727819 3.471953  -0.154
O -2.484171 0.859181 1.645853  -0.076
O -3.370671 1.972981 1.794253  -0.315
N 3.648429 6.224381 5.317153  -0.708
C 3.215729 5.268581 4.840253  -0.013
C 2.657629 4.103981 4.294353  0.530
C 2.771529 3.811481 2.933153  -0.598
C 2.146129 2.692281 2.421253  1.053
C 1.356629 1.818881 3.187753  -1.622
C 1.314029 2.125081 4.556553  -0.356
C 1.946829 3.220681 5.111753  -1.005
H 3.344829 4.472081 2.291553  0.483
H 2.277929 2.490681 1.363053  0.221
H 0.755429 1.482681 5.225953  0.005
H 1.880729 3.420881 6.174253  0.480

Forces on atoms 1 to 6 (eV/Å):
Ca -1.077 -0.941 0.573
C -0.083 -0.013 -0.081
C 0.030 -0.074 -0.088
C 0.063 0.115 0.095
C -0.008 -0.013 0.320
C 0.181 0.019 0.067

As for the total charge: -2. The value obtained for the total energy is -167109.6952 eV. The highest occupied orbital energy is -0.036 hartree. The LUMO energy comes out at 3.3 eV.